Here is a structure of composition C21H18HgN5O2S from OMol25. Energies are from ωB97M-V/def2-TZVPD.

```
48
Properties=species:S:1:pos:R:3:forces:R:3:lowdin_charge:R:1
Hg 0.683455 -1.615285 1.638341 -0.57 -0.31 0.04 0.9608
O 4.400650 -1.644882 3.305114 0.86 -0.57 0.62 0.0485
C 3.499016 -1.463421 2.523762 -0.77 0.68 -0.50 -0.6626
O 2.795362 -2.328578 1.908743 0.05 -0.30 -0.02 -0.2113
C 3.166645 0.019351 2.225874 2.50 -0.35 1.15 -0.2421
C 4.071293 0.952420 2.768264 0.02 -0.44 0.95 0.0005
C 3.856907 2.287994 2.591774 -0.91 -0.04 -0.19 -0.0497
C 2.732349 2.657143 1.837780 1.02 1.06 -0.18 -0.0730
C 1.974329 1.686756 1.273444 -1.35 -0.60 -1.22 -0.1425
N 2.189237 0.361083 1.470758 -1.59 1.15 -1.08 0.0117
H 4.817717 0.538396 3.442562 0.07 0.22 -0.39 0.1183
H 4.448820 3.059221 3.043754 0.42 0.08 0.15 0.1025
H 2.574418 3.715120 1.607161 -0.28 -0.45 0.12 0.1047
H 1.155512 1.947960 0.567144 0.56 -0.22 0.73 0.0583
N -1.543486 -4.211197 -0.550859 -0.39 0.70 -0.37 0.1164
C -0.668023 -4.876845 0.275063 1.19 -0.59 0.43 -0.2891
C -0.963722 -6.205988 0.586646 1.56 1.04 0.79 -0.0124
C -0.036726 -6.869804 1.397184 -0.09 -0.21 -0.73 -0.0844
C 1.128737 -6.285288 1.837815 -0.32 1.40 -0.65 -0.0405
C 1.285225 -4.918915 1.476813 0.27 -2.79 0.53 -0.1548
N 0.485630 -4.274981 0.686304 -2.49 0.70 -0.85 0.0761
C -1.701325 -2.860560 -0.836045 0.39 -0.75 -0.77 -0.3236
C -2.754671 -2.576652 -1.700007 -0.99 0.42 -0.30 -0.0281
C -2.962612 -1.266131 -2.069001 0.10 0.01 -0.73 -0.0637
C -2.060256 -0.244260 -1.690356 -0.53 -1.40 0.98 -0.0538
C -1.079601 -0.637342 -0.794010 -0.06 0.03 -0.46 -0.1497
N -0.869813 -1.929811 -0.437010 0.34 1.27 0.72 0.0289
H -2.266879 -4.764761 -1.003037 0.47 0.02 0.49 0.1368
H -1.818655 -6.676256 0.172862 -0.71 -0.45 -0.08 0.0947
H -0.196192 -7.901959 1.582139 -0.21 -0.85 0.27 0.0927
H 1.928874 -6.836296 2.319791 -0.31 0.17 0.23 0.1044
H 2.129218 -4.395876 1.801285 1.27 0.83 0.41 0.0618
H -3.425971 -3.384321 -2.046234 0.37 0.63 0.25 0.1208
H -3.818037 -1.081449 -2.719242 0.25 0.27 0.13 0.1078
H -2.222192 0.785863 -1.927259 0.03 0.33 -0.18 0.0827
H -0.427453 0.131104 -0.341725 -0.19 -0.65 -0.29 0.0792
S -0.626286 4.106286 -0.079479 0.69 -0.85 0.88 0.6429
C -1.142564 5.041207 -1.308036 -1.14 -0.05 -0.80 -0.8489
N -0.732075 6.327280 -1.433880 0.57 0.07 0.36 0.0362
C -1.302858 7.254891 -2.203601 -1.83 -1.03 -1.26 -0.0852
C -2.307229 6.894575 -3.054060 0.24 0.59 0.06 -0.0690
C -2.686518 5.529921 -3.135111 0.10 0.29 -0.25 -0.0651
C -2.133275 4.645314 -2.276659 0.19 -1.22 0.07 -0.1003
H 0.012041 6.605096 -0.830742 0.38 0.06 0.55 0.1311
H -1.023980 8.252288 -2.083141 0.72 1.32 0.17 0.1112
H -2.787087 7.672503 -3.630390 -0.01 -0.15 -0.12 0.1023
H -3.387170 5.210494 -3.904014 0.00 0.04 0.30 0.1148
H -2.390781 3.568592 -2.286476 0.12 0.90 0.03 0.1036
```
Positions in Å, forces in eV/Å.

## Properties
LUMO (spin up / spin down) ... 0.0 / -0.6 eV
⟨S²⟩ ... 0.75
Charge ... 0
E ... -48623.333 eV
Orbital gap (spin up / spin down) ... 6.68 / 7.60 eV
Multiplicity ... 2
Maximum force ... 2.9 eV Å⁻¹

=====

Here is the ion C4H5N2O4S with charge -1 from OMol25. Energies are from ωB97M-V/def2-TZVPD.

```
16
Properties=species:S:1:pos:R:3:forces:R:3:lowdin_charge:R:1
O -1.862747 2.055165 0.172481 0.03 1.44 0.00 -0.0279
C -1.574703 0.869332 0.126914 -1.01 0.05 0.12 -0.5332
C -2.385924 -0.278369 0.464317 1.36 -0.71 -0.32 -0.0215
C -1.610684 -1.385424 0.298204 1.57 2.94 -1.16 -0.0891
N -0.393709 -0.984856 -0.250214 0.24 -4.22 0.96 -0.0110
N -0.400980 0.358456 -0.333570 2.90 1.02 -0.18 -0.0566
C 1.018143 1.056398 -0.562161 -4.33 -0.15 -0.64 -0.1073
S 2.285961 -0.028865 0.039546 1.86 0.42 3.26 0.4159
O 3.488510 0.701682 -0.296821 0.03 -0.12 -0.71 -0.3573
O 2.084037 -0.092721 1.514020 -0.41 -0.05 -2.22 -0.3682
O 2.157113 -1.350720 -0.594562 -0.21 0.21 -0.29 -0.3696
H -3.395074 -0.366550 0.734030 -1.08 0.56 0.46 0.0735
H -1.968069 -2.335926 0.512543 0.31 -1.88 0.00 0.0825
H 0.615630 -1.522703 -0.239878 -2.34 1.49 -0.22 0.1392
H 0.960868 1.345958 -1.653954 0.89 -0.54 1.25 0.1230
H 0.981622 1.959139 0.069102 0.20 -0.46 -0.28 0.1074
```
Positions in Å, forces in eV/Å.

## Properties
LUMO ... 3.7 eV
Charge ... -1
E ... -26235.133 eV
Orbital gap ... 8.08 eV
ΔE to the lowest compared entry with this formula, charge and spin ... 1.136 eV
Maximum force ... 4.4 eV Å⁻¹

=====

Here is a cluster of 2 separate species, C6H13N2 in total from OMol25. Energies are from ωB97M-V/def2-TZVPD.

```
21
Properties=species:S:1:pos:R:3:forces:R:3:lowdin_charge:R:1
C -1.460009 1.595166 -0.202829 0.16 0.37 -0.50 -0.0263
C -1.535606 0.384615 0.335042 0.24 -0.97 -0.42 -0.2241
C 1.330665 1.332864 -0.232733 1.23 1.17 1.34 -0.1068
C 2.091332 0.580999 0.960029 1.81 1.01 -2.14 -0.0343
C 1.268448 0.051904 -0.850703 -0.89 -1.92 -1.07 -0.0522
C -1.205962 -2.071489 -0.117042 -0.05 -1.37 -2.40 -0.0809
N 1.879790 -0.618324 0.115957 -2.25 -0.99 0.29 0.0926
N -1.223464 -0.687271 -0.458688 0.46 0.99 1.06 -0.1129
H -1.803177 2.440528 0.377189 0.29 0.33 -0.52 0.0864
H -0.935114 1.586125 -1.206053 -1.61 0.92 0.89 0.1003
H -1.599773 0.180996 1.379279 -0.80 -0.09 0.63 0.1291
H 0.338698 1.652544 0.164630 0.17 -0.28 -0.19 0.0751
H 1.714802 2.180653 -0.805021 0.26 -0.12 0.26 0.1457
H 3.177291 0.636121 0.860599 -0.01 0.98 0.49 0.1280
H 1.807143 0.768459 1.988841 -0.61 -0.84 -0.01 0.1314
H 0.806064 -0.300118 -1.834859 1.42 0.27 1.51 0.1718
H -0.338009 -2.508217 -0.762730 -1.67 0.07 1.28 0.1153
H -1.052558 -2.271415 0.918164 0.43 0.19 0.83 0.0728
H -2.204340 -2.558610 -0.363389 1.36 0.30 0.01 0.1154
H 1.695282 -1.585951 0.410714 0.51 0.39 -0.43 0.1683
H -1.184012 -0.415339 -1.410304 -0.44 -0.43 -0.91 0.1052
```
Positions in Å, forces in eV/Å.

## Properties
LUMO ... -4.3 eV
Charge ... +1
E ... -9402.651 eV
Orbital gap ... 7.81 eV
ΔE to the lowest compared entry with this formula, charge and spin ... 4.217 eV
Maximum force ... 3.0 eV Å⁻¹

=====

Here is a cluster of 3 separate species, C20H32N2O10S4 in total from OMol25. Energies are from ωB97M-V/def2-TZVPD.

```
68
Properties=species:S:1:pos:R:3:forces:R:3:lowdin_charge:R:1
C 7.338238 -1.355826 -3.372598 -0.09 -0.14 0.34 -0.1038
C 7.815630 -1.082023 -1.804408 -0.70 -2.22 -0.35 -0.2377
O 7.121700 0.043656 -1.161584 2.66 0.60 -0.73 -0.2091
C 8.047021 1.091831 -0.706295 -0.38 1.62 0.93 -0.1210
C 7.480720 2.626656 -1.054596 -1.69 1.01 -2.60 0.0319
C 6.736267 3.099064 -2.276874 2.29 -0.65 4.38 0.0137
C 6.318821 2.192260 -3.577778 -0.30 0.61 -0.12 -0.1198
C 5.017725 2.803066 -4.425812 0.59 -0.57 -0.75 -0.2169
C 3.760690 1.760220 -4.195554 0.06 -0.36 0.95 -0.4632
S 2.409347 1.927394 -5.536569 -0.70 -1.31 1.45 0.7592
C 1.060716 0.740727 -4.891483 -0.29 -1.47 0.59 -0.9718
S 0.428731 -0.555222 -5.817410 1.43 3.03 2.11 0.5971
N 0.608396 1.022511 -3.446737 -0.09 1.31 -0.76 -0.2240
C 0.696581 0.134511 -2.223092 -2.58 5.72 1.56 -0.0103
C 0.068905 1.168846 -1.111860 1.15 -0.30 -4.94 -0.0841
N -0.318621 2.506324 -1.767014 2.24 -4.29 -3.72 -0.0265
C 0.012205 2.409382 -3.241189 0.62 -3.48 5.71 -0.0851
C 6.507573 4.689203 -1.950759 -1.87 4.05 -2.54 -0.1775
O 5.953162 5.687568 -2.642706 3.65 -6.97 4.52 0.0178
O 7.086956 5.049153 -0.614804 0.71 -3.19 -0.61 0.0174
C 7.743801 3.860383 -0.007390 1.94 -1.70 2.67 -0.1793
O 8.427129 3.735909 1.139390 -4.84 1.60 -7.76 0.0176
H 6.213377 -1.052713 -3.567087 2.31 -0.53 0.63 0.0700
H 8.021049 -0.761256 -4.114281 -1.34 -1.25 1.31 0.0768
H 7.387490 -2.529599 -3.570446 0.15 2.65 0.33 0.0922
H 8.983557 -1.050312 -1.743448 -2.20 0.33 -0.08 0.1244
H 7.486611 -2.059120 -1.202694 0.71 2.17 -1.18 0.1324
H 8.121936 1.023485 0.480500 -0.03 0.30 -2.60 0.1515
H 9.120238 1.047493 -1.170096 -2.05 -0.19 0.76 0.1414
H 7.260062 2.083397 -4.301491 -2.01 0.45 1.69 0.1386
H 6.005721 1.103491 -3.270676 0.95 2.33 -0.07 0.0821
H 4.771763 3.915018 -4.156859 0.37 -2.28 -0.32 0.1131
H 5.370991 2.795060 -5.563328 -1.05 -0.04 2.38 0.1214
H 3.242776 1.931812 -3.138368 1.22 -0.38 -2.25 0.1065
H 4.120023 0.628685 -4.284557 -0.61 2.55 0.28 0.0903
H 1.115658 -0.955197 -2.141407 -0.96 2.59 -0.60 0.1141
H -0.088243 0.958354 0.031482 0.27 0.59 -2.71 0.0907
H -0.114949 3.236356 -4.075579 0.39 -2.21 2.05 0.1339
C -3.671931 0.263462 3.653484 0.38 0.02 -0.05 -0.0742
C -4.831909 -0.316191 2.864872 0.13 -0.27 1.24 -0.2802
O -4.801733 0.100977 1.506108 0.54 -0.21 -1.45 -0.2640
S -3.697106 -0.565023 0.509528 -0.46 0.27 0.21 0.6233
C -4.352887 0.062854 -1.015188 -0.13 0.07 0.02 -0.1208
O -3.857185 -2.004683 0.526185 0.44 1.10 0.24 -0.2889
O -2.417189 0.067577 0.744693 -0.80 -0.83 -0.04 -0.3062
H -2.715929 -0.132848 3.299501 -0.13 0.04 0.07 0.0673
H -3.762871 0.018990 4.715253 -0.12 0.01 -0.11 0.0814
H -3.632403 1.351723 3.539510 -0.08 -0.15 0.05 0.0859
H -4.849983 -1.409292 2.932049 -0.01 0.12 -0.15 0.1156
H -5.770695 0.049329 3.293067 0.05 -0.08 -0.42 0.1122
H -5.335426 -0.378997 -1.190012 0.15 0.05 0.11 0.0735
H -3.665970 -0.223281 -1.816209 0.00 -0.01 0.26 0.0770
H -4.416102 1.150871 -0.953427 0.05 -0.17 0.06 0.0769
C -7.538381 -5.495156 4.832928 0.26 0.00 0.28 -0.0782
C -8.345716 -4.486420 4.036614 0.70 -0.84 -0.54 -0.2750
O -9.016175 -3.564517 4.886179 0.02 1.26 0.73 -0.2661
S -8.142446 -2.397763 5.615707 -0.32 -0.36 -0.04 0.6281
C -9.503784 -1.429498 6.214253 -0.14 -0.05 -0.08 -0.1227
O -7.439578 -1.635540 4.604017 -0.21 -0.78 0.83 -0.2907
O -7.460873 -2.971316 6.755957 -0.23 0.57 -1.09 -0.2852
H -6.713737 -5.010952 5.363790 -0.10 -0.07 -0.10 0.0696
H -7.111381 -6.257353 4.175573 -0.13 0.09 -0.01 0.0817
H -8.164961 -5.983502 5.586439 0.04 0.04 -0.18 0.0861
H -7.715978 -3.956599 3.313821 -0.08 0.09 0.15 0.1167
H -9.115020 -5.017214 3.466786 -0.12 0.36 0.20 0.1237
H -10.049941 -1.017480 5.363881 0.11 -0.12 0.09 0.0749
H -9.094026 -0.619619 6.823808 0.09 -0.21 -0.14 0.0782
H -10.148431 -2.063090 6.826285 0.15 0.04 -0.12 0.0759
```
Positions in Å, forces in eV/Å.

## Properties
LUMO ... -1.7 eV
Charge ... 0
E ... -88041.085 eV
Orbital gap ... 6.71 eV
Maximum force ... 9.3 eV Å⁻¹

=====

Here is an isolated molecule of CHF2IO from OMol25. Energies are from ωB97M-V/def2-TZVPD.

```
6
Properties=species:S:1:pos:R:3:forces:R:3:lowdin_charge:R:1
F 0.570334 0.747799 -1.059026 -0.79 0.33 -1.29 0.0742
C 0.240654 0.762879 0.236709 5.41 0.61 1.31 -0.7144
F 0.308877 2.067882 0.661008 -1.79 0.69 -0.44 0.0374
O -0.730140 -0.000875 0.587046 -3.38 -0.73 0.37 -0.4689
I -2.745236 0.266170 -0.046835 1.86 0.06 0.34 0.8857
H 1.212149 0.460272 0.756507 -1.31 -0.97 -0.29 0.1860
```
Positions in Å, forces in eV/Å.

## Properties
LUMO ... -2.2 eV
Charge ... 0
E ... -16634.809 eV
Orbital gap ... 8.38 eV
ΔE to the lowest compared entry with this formula, charge and spin ... 1.496 eV
Maximum force ... 5.6 eV Å⁻¹